Here is a 2-piece molecular cluster, C3H10N3O2 overall from the OMol25 dataset. Energies are from the ωB97M-V functional and the def2-TZVPD basis.

Each line ends with the natural charge from an NBO analysis.
Positions of all 18 atoms, in Å:
N  2.00034  2.61218  0.94133  -0.9055
C  1.06422  1.55235  0.63201  0.8707
O  1.25396  0.47065  1.23432  -0.8159
O  0.17859  1.82822  -0.20878  -0.8184
H  1.55186  3.49964  0.74700  0.3523
H  2.23496  2.55973  1.92548  0.3524
C  -0.29662  -1.40949  -1.06251  -0.2192
C  -1.36183  -1.13486  -0.00610  -0.2269
N  -0.87593  -1.57276  1.31256  -0.8759
N  -0.39236  -0.43338  -2.14327  -0.8771
H  0.67098  -1.41107  -0.55372  0.1881
H  -0.45850  -2.40739  -1.48784  0.1532
H  -1.53469  -0.05344  -0.02721  0.1929
H  -2.30258  -1.62831  -0.26098  0.1564
H  -1.62915  -1.49545  1.98831  0.3267
H  -0.17668  -0.86440  1.57453  0.4089
H  -0.23281  0.49634  -1.75237  0.4034
H  0.30625  -0.60855  -2.85276  0.3339

Atomic forces in eV per Å
-0.4 0.1 0.2
-0.1 -0.1 0.0
0.1 0.2 0.1
0.1 0.1 -0.1
0.1 0.0 -0.1
0.2 -0.1 -0.1
-0.1 -0.3 -0.1
0.2 0.4 0.1
-0.1 0.1 0.0
-0.3 0.1 -0.2
0.0 0.1 0.0
0.1 0.0 0.1
-0.1 0.0 0.0
0.0 -0.1 0.0
0.0 0.0 0.0
0.0 -0.3 -0.1
0.1 -0.1 0.1
0.1 0.0 0.1

The value obtained for the electronic energy is -435.1436 Ha. The relative energy (zero: lowest compared OMol25 entry of this formula, charge and spin) comes out at 0.0000 eV. The HOMO-LUMO gap comes out at 8.857 eV. Its net charge is -1.